No. 1
Molecular formula: C31H20Br2F5IrN2P
Method: DFT, ωB97M-V/def2-TZVPD

ΔE to the lowest compared entry with this formula, charge and spin = 9.4 kcal/mol
2S+1 = 5
max |F| = 1.236 eV/A
charge = -1
orbital gap (alpha / beta) = 4.45 / 8.30 eV
expectation value of S² = 6.086

Last column: Mulliken spin population.
Positions of all 62 atoms, in Å:
1 Ir -0.063 0.634 0.226  0.3239
2 Br -0.220 -1.334 2.352  0.0755
3 Br 5.607 3.289 -1.377  0.0169
4 P -1.861 -0.740 -0.646  0.1395
5 F -2.250 -2.852 3.995  -0.0051
6 F -3.231 -3.548 -1.322  0.0186
7 F 1.173 -0.547 -0.834  -0.0117
8 F -4.314 -4.430 3.169  0.0158
9 F -4.486 -5.041 0.500  -0.0129
10 N -1.610 2.350 2.225  -0.0002
11 N 1.805 1.676 0.844  0.0459
12 C -3.453 0.126 -0.942  -0.1004
13 C 4.046 1.333 0.004  -0.0665
14 C 1.889 2.967 0.398  0.2304
15 C -0.392 1.834 -1.274  1.0185
16 C -2.544 -2.920 2.675  -0.0611
17 C -3.638 1.461 -0.591  0.0616
18 C -3.494 -3.826 2.277  0.2472
19 C -0.507 -2.403 -2.402  0.0133
20 C -1.295 -1.030 -4.684  -0.0038
21 C -0.061 -2.813 -3.650  0.0072
22 C -4.884 2.067 -0.722  0.0017
23 C -0.042 3.260 -4.695  -0.1073
24 C -2.197 -2.174 0.363  0.1044
25 C -1.376 -1.321 -2.291  0.0134
26 C 2.982 3.477 -0.252  -0.0749
27 C -4.545 -0.589 -1.439  0.0352
28 C -5.790 0.012 -1.562  -0.0114
29 C -1.036 1.700 1.445  0.0201
30 C 1.149 2.668 -5.123  0.2302
31 C -1.907 -2.119 1.757  0.3374
32 C -0.458 -2.130 -4.795  0.0046
33 C -3.071 -3.225 -0.008  0.1098
34 C -1.751 -0.625 -3.435  -0.0018
35 C -5.965 1.342 -1.199  0.0123
36 C -0.559 2.981 -3.444  0.3529
37 C 1.311 1.482 -3.019  0.2475
38 C 2.917 0.898 0.661  0.2345
39 C 1.808 1.776 -4.274  -0.1231
40 C 0.112 2.092 -2.555  0.1294
41 C 4.077 2.637 -0.475  0.3048
42 C -3.711 -4.008 0.896  0.0459
43 H 2.726 1.301 -4.603  -0.0036
44 H 2.858 -0.116 1.035  0.0247
45 H -1.943 2.820 3.034  0.0018
46 H -2.388 0.247 -3.351  0.0186
47 H 1.556 2.897 -6.100  0.0212
48 H -5.004 3.112 -0.456  -0.0011
49 H 1.809 0.776 -2.363  0.0440
50 H 2.983 4.505 -0.590  0.0002
51 H -0.178 -2.914 -1.505  -0.0207
52 H -1.491 3.430 -3.117  0.0243
53 H -6.937 1.810 -1.294  0.0014
54 H 0.607 -3.661 -3.729  0.0006
55 H 4.889 0.667 -0.121  0.0007
56 H -0.108 -2.451 -5.770  0.0007
57 H -1.588 -0.478 -5.568  0.0005
58 H -0.569 3.947 -5.350  -0.0042
59 H -4.421 -1.620 -1.749  0.0132
60 H 1.011 3.582 0.558  0.0315
61 H -2.794 2.039 -0.246  0.0287
62 H -6.626 -0.562 -1.944  -0.0010


No. 2
Molecular formula: C31H20F5MnP2S3
Method: DFT, ωB97M-V/def2-TZVPD

ΔE to the lowest compared entry with this formula, charge and spin = 14.3 kcal/mol
2S+1 = 6
max |F| = 1.880 eV/A
charge = -1
orbital gap (alpha / beta) = 6.99 / 7.90 eV
expectation value of S² = 8.763

Last column: Mulliken spin population.
Positions of all 62 atoms, in Å:
1 Mn 1.529 -0.122 -2.142  4.7563
2 S -0.457 -1.334 -2.730  0.0816
3 S 1.226 2.133 -2.875  0.0807
4 S 3.645 -0.979 -2.130  0.0653
5 P 0.530 1.955 -0.960  -0.0892
6 P -0.560 -0.737 -0.776  -0.1086
7 F 2.247 -5.787 -1.010  -0.0001
8 F 3.359 -5.652 1.457  0.0005
9 F 4.526 -3.352 2.294  0.0000
10 F 4.593 -1.201 0.682  -0.0018
11 F 2.321 -3.650 -2.651  -0.0041
12 C -2.710 -0.127 0.881  -0.0052
13 C -0.750 -3.479 -0.209  -0.0075
14 C 4.027 -2.320 0.225  0.0034
15 C 2.385 5.318 0.398  0.0017
16 C -1.597 3.201 0.314  0.0044
17 C -0.468 -4.627 0.514  0.0031
18 C -0.236 -2.251 0.201  -0.0020
19 C 0.330 -4.557 1.648  -0.0007
20 C -3.252 3.191 -1.916  0.0014
21 C 3.411 -4.594 0.640  0.0067
22 C 0.545 0.431 -0.136  0.1705
23 C -4.044 0.051 1.208  0.0023
24 C 3.482 -2.348 -1.062  0.0361
25 C 1.638 4.431 -0.360  -0.0001
26 C 2.837 -4.651 -0.616  -0.0022
27 C -1.948 2.727 -2.022  0.0132
28 C -3.329 -0.591 -1.395  0.0000
29 C -1.119 2.732 -0.908  -0.0008
30 C -4.665 -0.415 -1.064  0.0023
31 C 2.874 -3.548 -1.445  -0.0193
32 C 2.974 3.538 1.906  0.0004
33 C 1.547 3.096 0.025  -0.0034
34 C 4.001 -3.418 1.060  -0.0033
35 C -5.025 -0.095 0.236  0.0007
36 C -2.895 3.673 0.413  0.0012
37 C -3.725 3.663 -0.701  0.0002
38 C 3.050 4.871 1.534  -0.0003
39 C 2.218 2.648 1.154  0.0045
40 C -2.345 -0.455 -0.423  0.0144
41 C 0.554 -2.182 1.344  0.0001
42 C 0.835 -3.335 2.066  0.0044
43 H 3.636 5.567 2.123  0.0000
44 H -0.944 3.187 1.179  -0.0006
45 H -1.937 -0.015 1.633  -0.0034
46 H -6.069 0.041 0.492  0.0000
47 H -3.033 -0.846 -2.404  -0.0033
48 H 1.461 -3.276 2.949  0.0000
49 H -4.326 0.302 2.224  0.0000
50 H -4.746 4.016 -0.618  0.0000
51 H -3.899 3.182 -2.784  0.0000
52 H -3.264 4.047 1.361  0.0000
53 H 3.499 3.193 2.788  0.0000
54 H 0.955 -1.220 1.636  -0.0056
55 H 2.146 1.600 1.419  -0.0049
56 H -1.560 2.354 -2.963  0.0054
57 H 1.134 4.759 -1.261  0.0047
58 H 2.455 6.359 0.106  0.0000
59 H -0.858 -5.583 0.185  0.0002
60 H -1.358 -3.525 -1.104  0.0007
61 H -5.428 -0.529 -1.826  0.0000
62 H 0.574 -5.460 2.196  -0.0001